[1]
Molecular formula: C21H41AsF6HgO13S5
Method: DFT, the ωB97M-V functional and the def2-TZVPD basis

CARTESIAN COORDINATES (ANGSTROEM)
Hg1 -14.63199 11.79708 17.37509
O1 -10.55456 11.14317 16.39994
C1 -11.88251 11.12265 16.67487
O2 -12.44098 12.25604 16.86805
O3 -12.49175 10.03329 16.72988
H1 -10.33213 12.08536 16.46126
As1 -16.49384 13.84531 20.32780
F1 -17.15113 14.89749 21.52270
F2 -16.35320 12.59606 21.54770
F3 -15.84014 12.74417 19.08627
F4 -16.60941 15.07218 19.05877
F5 -14.85100 14.34084 20.59845
F6 -18.10211 13.28672 19.96026
C2 -19.35852 14.24472 16.53893
C3 -19.13766 14.31880 15.02696
C4 -18.24422 13.13351 14.59643
S1 -18.11185 11.99472 16.03865
O4 -16.83003 12.26481 16.67601
O5 -18.42841 10.64210 15.63529
C5 -19.38285 12.78457 16.98820
H2 -20.29113 14.71387 16.85044
H3 -18.55589 14.75234 17.07896
H4 -18.60510 15.22997 14.75131
H5 -20.08898 14.38277 14.49985
H6 -17.24510 13.34303 14.22373
H7 -18.79390 12.57086 13.83862
H8 -19.29225 12.57503 18.05180
H9 -20.31991 12.32796 16.65244
C6 -15.49085 6.65330 15.03024
C7 -14.25518 6.48632 15.95711
C8 -14.52707 7.15332 17.28602
S2 -15.88496 8.29776 17.01213
O6 -15.48096 9.64841 17.32067
O7 -17.01976 7.64664 17.63534
C9 -15.94818 8.06683 15.22551
H10 -16.30782 5.93993 15.17942
H11 -15.24679 6.39106 13.99540
H12 -13.37183 6.87262 15.44899
H13 -14.07969 5.40826 16.00095
H14 -13.68371 7.80436 17.53631
H15 -14.74379 6.54720 18.15843
H16 -15.21066 8.76235 14.81597
H17 -16.93744 8.35842 14.87409
C10 -11.46710 10.30318 21.78724
C11 -12.57538 10.20366 22.83853
C12 -13.87090 10.55776 22.12650
S3 -13.72287 9.81389 20.43710
O8 -13.88410 10.85238 19.42909
O9 -14.52787 8.61676 20.39392
C13 -11.94348 9.44246 20.62223
H18 -10.46547 10.08655 22.15019
H19 -11.43081 11.30889 21.34750
H20 -12.39879 10.73038 23.77389
H21 -12.63536 9.14716 23.13022
H22 -13.95694 11.63467 21.98913
H23 -14.73742 10.10608 22.59941
H24 -11.40093 9.61368 19.69618
H25 -11.89246 8.40318 20.95791
C14 -13.17302 17.40466 17.07060
C15 -12.72561 17.05909 15.60042
C16 -13.14499 15.63583 15.34640
S4 -14.71734 15.38810 16.20200
O10 -14.69930 14.13170 16.93267
O11 -15.79586 15.57990 15.25962
C17 -14.53725 16.79342 17.33060
H26 -13.26232 18.48500 17.16848
H27 -12.37363 17.05453 17.72357
H28 -11.68734 17.30752 15.40372
H29 -13.32934 17.76079 15.01302
H30 -12.50141 14.96021 15.92337
H31 -13.25627 15.25766 14.33400
H32 -14.66380 16.37754 18.32876
H33 -15.34878 17.47891 17.09828
C18 -14.93581 9.60283 11.93380
C19 -13.68299 10.36453 11.49875
C20 -13.13690 11.03443 12.77551
S5 -14.64842 11.75601 13.48581
O12 -14.83510 13.14363 13.11132
O13 -14.72862 11.43312 14.91095
C21 -15.80401 10.69545 12.56519
H34 -14.70159 8.90838 12.74021
H35 -15.39413 9.13290 11.06843
H36 -13.87541 11.10296 10.71668
H37 -12.94200 9.72010 11.02115
H38 -12.36400 11.79784 12.72735
H39 -12.74856 10.25915 13.43800
H40 -16.20106 11.33882 11.77467
H41 -16.66782 10.42530 13.17163

Cartesian forces, eV/Å:
1.0 0.0 -0.4
0.0 0.4 0.0
-1.8 -1.2 0.3
0.2 0.2 0.0
1.0 0.7 -0.2
0.2 -0.2 -0.1
-0.1 -0.1 -0.1
0.3 0.2 -0.2
0.2 0.2 -0.6
-0.6 0.1 0.8
-0.2 -0.4 0.6
-0.2 0.1 0.2
0.3 0.0 -0.2
0.3 0.2 0.9
0.9 0.4 0.0
-1.1 -0.8 0.0
0.7 0.8 -0.7
-0.9 -0.2 -0.2
0.1 0.2 0.2
-0.9 -0.3 -0.4
0.0 0.1 -0.1
0.0 0.0 -0.1
-0.1 0.1 0.3
0.0 -0.5 -0.1
0.1 0.3 0.3
0.3 -0.2 0.0
0.4 0.2 0.0
0.1 -0.1 -0.1
-0.1 -0.7 -0.5
-0.7 -1.5 -1.0
1.2 1.2 0.1
-0.1 -1.7 0.2
-0.8 -0.3 0.2
0.1 1.0 -0.4
-0.1 0.9 -0.1
0.1 0.1 0.9
0.4 0.6 0.0
-0.1 0.4 0.2
0.1 0.1 0.5
0.0 -0.1 0.1
-0.3 -0.2 -0.2
0.0 0.1 0.2
-0.1 -0.2 0.1
-0.5 1.1 -0.6
0.3 -1.0 -0.2
0.2 0.0 -0.5
0.3 0.7 1.2
0.3 -0.6 0.7
0.4 0.1 -0.4
0.0 -0.7 0.4
0.0 -0.4 -0.1
0.1 0.2 0.5
-0.1 0.4 -0.2
0.0 0.0 0.1
-0.3 0.0 0.0
-0.2 0.2 -0.2
-0.2 -0.1 -0.1
-0.1 -0.1 -0.5
0.9 0.0 -0.8
-1.6 1.3 0.4
0.3 -0.9 0.9
0.0 -0.3 -0.5
0.3 1.0 -0.2
-0.1 0.3 0.3
-0.1 -0.7 0.2
0.2 0.0 0.1
-0.4 -0.1 0.4
0.1 -0.3 0.1
0.2 -0.3 -0.5
0.1 -0.1 -0.3
0.0 0.2 -0.1
-0.1 0.1 0.0
-0.1 -0.1 0.0
0.0 0.9 0.4
1.1 0.1 -0.2
-0.4 -0.2 -0.1
-0.2 -0.2 1.2
0.3 -0.7 -0.1
0.1 -0.1 -1.4
-0.3 0.6 -0.7
0.2 -0.5 -0.4
-0.3 -0.2 0.2
-0.4 0.1 0.2
0.1 -0.2 0.4
-0.2 0.2 -0.4
-0.3 0.1 0.3
0.1 0.1 0.0
0.3 -0.3 0.4

Calculated total energy in Ha: -6782.31746
Energy relative to the best compared isomer or geometry (same formula, charge and spin) in kcal/mol: 15.6
Net charge: 0
F_max in eV Å⁻¹: 2.19
Molecular weight in g/mol: 1051.38

Atomic partial charges in e from the Mulliken method, atoms 1 to 5:
1. Hg 4.91
2. O -0.58
3. C 0.59
4. O -0.62
5. O -0.63

[2]
Molecular formula: C21H41CuO11S4
Method: DFT, the ωB97M-V functional and the def2-TZVPD basis

CARTESIAN COORDINATES (ANGSTROEM)
Cu1 -17.38925 12.41978 13.12537
C1 -18.99376 15.35711 13.98409
O1 -17.96533 14.43114 14.13778
H1 -18.68053 16.16351 13.29777
H2 -19.89847 14.86917 13.57827
H3 -19.28130 15.80123 14.94785
C2 -17.41218 9.11950 17.09211
C3 -17.89416 10.34337 17.91034
C4 -18.36876 11.41515 16.97617
S1 -19.15517 10.52359 15.56320
O2 -18.48987 10.86233 14.30611
O3 -20.59059 10.48201 15.67261
C5 -18.50722 8.85044 16.07749
H4 -17.15016 8.27151 17.72018
H5 -16.54674 9.34110 16.45940
H6 -17.01744 10.70942 18.45130
H7 -18.56243 10.06336 18.72706
H8 -17.46328 11.85735 16.54900
H9 -18.99290 12.25849 17.25777
H10 -18.36424 8.18197 15.23360
H11 -19.36470 8.47716 16.64842
C6 -17.60811 7.26367 11.74591
C7 -19.02654 7.77695 11.55835
C8 -18.98561 9.30268 11.30536
S2 -17.29224 9.65458 10.78617
O4 -16.58847 10.40208 11.81901
O5 -17.36297 10.16915 9.42744
C9 -16.72851 7.94281 10.71260
H12 -17.52111 6.17785 11.66682
H13 -17.26553 7.45577 12.76611
H14 -19.67718 7.55324 12.40170
H15 -19.48859 7.37201 10.65654
H16 -19.29534 9.89424 12.16003
H17 -19.50886 9.51762 10.38261
H18 -15.64547 7.95167 10.82365
H19 -16.93431 7.67243 9.67638
C10 -16.65582 16.92083 10.89599
C11 -16.41449 16.35222 9.50967
C12 -16.07701 14.87271 9.59218
S3 -15.04937 14.68985 11.09661
O6 -13.65075 14.83967 10.81893
O7 -15.56152 13.54994 11.84343
C13 -15.71103 16.23092 11.88955
H20 -17.66799 16.72077 11.25114
H21 -16.55804 18.00544 10.88236
H22 -15.62698 16.88628 8.97376
H23 -17.28769 16.46545 8.86144
H24 -15.54755 14.35810 8.79010
H25 -16.90914 14.20192 9.82362
H26 -14.83449 16.81956 12.15140
H27 -16.25522 15.85227 12.75776
C14 -19.46280 14.54241 8.47441
C15 -19.92199 15.27148 9.73847
C16 -20.76017 14.38359 10.61512
S4 -19.97272 12.76468 10.44918
O8 -20.94048 11.68933 10.54049
O9 -18.71798 12.73348 11.19855
C17 -19.48381 13.01260 8.70505
H28 -18.49745 14.89256 8.10510
H29 -20.10803 14.79771 7.63199
H30 -20.44528 16.19844 9.48968
H31 -19.10905 15.68698 10.34297
H32 -21.74685 14.27322 10.16318
H33 -20.75419 14.64249 11.67214
H34 -20.34297 12.67164 8.13086
H35 -18.56345 12.44648 8.59422
O10 -15.13464 11.50708 16.10884
C18 -14.49720 11.30229 15.12060
O11 -14.69222 11.96384 13.95714
C19 -13.83991 11.47574 12.89974
C20 -13.43512 10.10206 13.36971
C21 -13.40891 10.23870 14.89282
H36 -12.98967 12.14758 12.79294
H37 -14.40276 11.37127 11.98034
H38 -12.46085 9.81649 12.97402
H39 -14.20122 9.36351 13.13211
H40 -12.44733 10.53272 15.31700
H41 -13.68040 9.35125 15.46470

Cartesian forces, eV/Å:
-0.4 1.3 0.5
1.0 -1.5 0.0
0.2 -0.6 -0.4
-0.3 0.4 -0.1
-0.3 0.3 -0.1
-0.1 0.3 0.0
0.1 0.5 -1.2
1.1 -0.5 1.2
0.3 0.2 -1.7
1.5 -1.1 0.7
-0.5 0.0 0.3
0.1 0.4 -0.3
-1.8 0.4 1.0
-0.3 -0.1 0.0
0.3 0.4 0.6
0.0 0.2 -0.1
-0.5 -0.2 -0.4
-0.2 0.0 -0.3
-0.3 -0.4 0.4
0.4 0.3 -0.2
-0.1 -0.1 -0.3
0.6 -0.9 0.3
-0.4 0.5 -0.4
0.6 -0.7 -0.2
-0.6 0.7 -0.1
0.0 -0.4 -0.3
0.4 0.1 0.5
0.0 0.9 -0.1
-0.2 0.0 -0.2
0.1 0.4 -0.1
0.1 -0.1 0.0
0.1 -0.5 0.2
0.2 0.3 -0.1
-0.5 0.4 0.3
0.0 -0.2 0.4
-0.2 -0.3 0.1
0.0 -0.3 0.5
-0.1 -0.3 -1.4
0.5 -1.0 0.9
-2.4 0.9 0.6
0.5 -0.2 -0.1
0.7 0.3 -0.6
0.4 -0.6 -0.1
0.0 -0.1 -0.2
0.2 0.0 0.1
0.2 0.0 0.3
-0.1 0.1 0.2
0.2 0.6 -0.3
-0.3 0.4 0.1
0.0 0.0 0.1
0.1 0.1 0.2
0.5 -0.2 -0.4
0.6 1.5 0.5
0.1 -0.8 -0.3
0.5 0.2 -1.0
0.5 0.4 0.3
-0.9 -0.1 -0.2
-1.0 0.7 0.6
0.1 -0.1 0.4
-0.3 -0.2 0.2
-0.4 -0.3 -0.2
0.3 -0.6 -0.2
-0.2 -0.2 0.5
-0.2 0.1 0.0
0.4 -0.8 -0.1
0.0 0.0 -0.3
-0.2 0.2 0.3
0.8 -0.4 -0.9
-0.4 0.2 0.2
-0.1 -0.5 0.2
0.7 -0.5 0.8
-0.5 0.1 0.3
-0.1 0.1 -0.1
-0.1 0.6 0.0
-0.2 -0.2 -0.2
0.1 0.0 -0.4
0.0 0.4 -0.2
-0.1 -0.1 -0.2

Calculated total energy in Ha: -4885.52160
Energy relative to the best compared isomer or geometry (same formula, charge and spin) in kcal/mol: 8.5
Net charge: 0
F_max in eV Å⁻¹: 2.67
Molecular weight in g/mol: 661.36

Atomic partial charges in e from the Mulliken method, atoms 1 to 5:
1. Cu 1.01
2. C -0.57
3. O -0.81
4. H 0.07
5. H 0.05

[3]
Molecular formula: C21H41N3O9P2
Method: DFT, the ωB97M-V functional and the def2-TZVPD basis

CARTESIAN COORDINATES (ANGSTROEM)
C1 1.80796 4.42851 5.23870
C2 1.93515 4.97567 3.80822
C3 1.38686 4.03223 2.72636
C4 0.18152 4.59678 1.98159
C5 0.60117 5.41375 0.75488
O1 -0.63647 3.43253 1.62061
P1 -1.76577 3.51973 0.52109
O2 -2.42099 4.78824 0.25880
O3 -1.11398 2.84358 -0.76607
C6 -0.14423 1.82032 -0.60926
O4 0.27671 1.51737 -1.91088
C7 0.83916 0.25583 -2.00446
C8 0.15960 -0.71731 -2.71508
C9 0.69648 -1.99352 -2.81707
C10 1.90308 -2.28757 -2.20585
C11 2.57607 -1.30488 -1.50161
C12 2.04911 -0.02459 -1.39447
O5 -2.74110 2.33339 1.03558
P2 -2.76141 1.74537 2.53794
O6 -3.08012 2.66948 3.63118
H1 2.71494 3.89701 5.53114
H2 1.62005 5.22191 5.96151
H3 0.97906 3.72032 5.31344
H4 2.99485 5.14004 3.60022
H5 1.43761 5.94629 3.74474
H6 1.09178 3.07263 3.16074
H7 2.14325 3.81002 1.97294
H8 -0.41872 5.24193 2.62545
H9 -0.00121 6.31426 0.64562
H10 0.51337 4.84813 -0.17437
H11 1.64981 5.70352 0.85726
H12 0.69470 2.18603 -0.01021
H13 -0.59846 0.93869 -0.14085
H14 -0.78876 -0.45526 -3.17231
H15 0.13487 -2.74813 -3.35411
H16 2.32116 -3.28390 -2.27384
H17 3.51805 -1.53099 -1.01552
H18 2.56624 0.74808 -0.83841
H19 -3.68795 0.71799 2.35225
H20 -1.52324 1.10054 2.62251
C13 -3.29043 -3.95207 -4.92744
C14 -2.42954 -4.41015 -3.77098
O7 -1.29481 -4.83155 -3.94549
N1 -2.96127 -4.32552 -2.52876
C15 -4.27207 -3.85492 -2.13205
H21 -2.71970 -4.08058 -5.84160
H22 -4.20616 -4.54057 -4.99194
H23 -3.56307 -2.90166 -4.81985
H24 -2.34430 -4.62578 -1.78831
H25 -4.18112 -3.01035 -1.44988
H26 -4.80881 -4.64016 -1.60134
H27 -4.85738 -3.54953 -2.99386
C16 -2.67259 -5.73382 2.74778
C17 -3.18235 -5.73671 1.32563
O8 -3.32699 -4.70119 0.69315
N2 -3.47390 -6.93937 0.76815
C18 -3.36127 -8.25644 1.36358
H28 -2.48931 -4.70382 3.03566
H29 -3.40521 -6.16934 3.42783
H30 -1.74339 -6.29818 2.83071
H31 -3.80447 -6.87779 -0.18217
H32 -2.66808 -8.87943 0.79681
H33 -4.33140 -8.75467 1.38835
H34 -2.99367 -8.17548 2.38072
C19 6.10554 2.77228 -0.14774
C20 4.66124 3.18670 -0.30070
O9 3.92333 3.31829 0.66570
N3 4.19997 3.40320 -1.55804
C21 4.91242 3.27336 -2.81409
H35 6.30544 2.63911 0.91054
H36 6.30028 1.83452 -0.66929
H37 6.77551 3.53521 -0.54508
H38 3.23255 3.68774 -1.59412
H39 4.93232 4.22453 -3.34745
H40 4.43290 2.52926 -3.45222
H41 5.93538 2.96129 -2.63245

Cartesian forces, eV/Å:
-0.2 -0.1 -0.1
0.3 -0.1 0.0
-0.2 -0.2 -0.2
0.3 0.2 0.0
0.1 0.2 0.0
-0.2 0.4 -0.1
0.0 -0.3 -0.2
0.1 -0.1 0.0
0.0 0.2 0.2
0.0 0.1 -0.2
-0.1 0.0 0.0
0.0 0.0 0.0
-0.1 0.0 -0.1
-0.4 0.1 -0.1
0.1 -0.2 0.0
0.2 0.1 0.2
0.1 0.0 0.1
0.2 0.1 0.1
-0.3 0.1 0.3
0.1 -0.1 -0.1
-0.1 0.0 0.0
0.1 0.0 0.0
0.0 0.1 0.0
-0.1 0.2 0.0
0.0 0.0 -0.1
0.0 0.1 0.1
0.1 -0.1 0.1
-0.2 -0.3 0.1
0.0 -0.1 -0.1
0.1 -0.1 0.1
-0.1 0.0 0.0
-0.1 0.0 0.1
0.0 0.0 0.0
0.1 -0.1 0.0
0.1 -0.1 0.0
0.0 0.0 0.0
0.0 0.0 0.0
0.0 0.0 0.0
0.0 -0.1 -0.1
0.1 0.0 0.0
0.0 0.0 0.0
0.0 0.1 0.0
0.0 0.0 0.0
0.0 -0.1 0.0
0.0 0.0 0.1
0.0 0.0 0.0
0.0 0.0 0.0
0.0 0.0 0.0
0.0 0.0 0.0
0.0 0.0 0.0
-0.1 0.0 0.0
0.1 0.0 -0.1
0.0 0.0 0.0
0.0 0.0 0.1
0.1 0.0 -0.1
0.0 0.0 0.0
0.0 0.1 -0.1
0.0 0.0 0.0
0.0 0.0 0.0
0.0 0.0 0.0
0.0 0.0 0.0
0.0 0.0 0.0
0.0 0.0 0.0
0.0 0.0 0.0
0.0 0.0 0.1
-0.1 0.0 -0.1
0.0 0.0 0.0
0.0 0.0 0.0
-0.1 0.0 0.0
0.0 0.0 0.0
0.0 0.0 0.0
0.0 0.0 0.0
0.0 0.0 0.0
0.0 0.0 0.0
0.0 0.0 0.0
0.0 0.0 0.0

Calculated total energy in Ha: -2349.10374
Net charge: 0
F_max in eV Å⁻¹: 0.45
Molecular weight in g/mol: 541.52

Atomic partial charges in e from the Mulliken method, atoms 1 to 5:
1. C -1.22
2. C -0.56
3. C -0.01
4. C 0.16
5. C -1.07

> Which value of calculated total energy does entry 2 give?

-4885.52160 Ha